No. 1
DFT (wB97M-V/def2-TZVPD) results for C41H24BrIN9O3Os as an isolated structure.

Its expectation value of S² is 6.0938. As for the spin multiplicity: 5. The orbital gap (spin up / spin down) comes out at 5.35 / 5.36 eV. As for the net charge: +1.

Last column: Löwdin charge in e.
Positions of all 80 atoms, in Å:
Os  0.50453  0.35902  -0.31893  1.699
C  -0.50563  6.81778  -1.05245  -0.046
C  0.62407  6.93803  -0.24505  -0.045
C  1.30295  5.81838  0.21866  0.013
C  0.81328  4.57770  -0.14484  -0.094
C  1.24486  3.22387  0.17516  -0.218
N  2.29429  2.92922  0.91262  0.230
C  2.72053  1.70781  1.17732  -0.215
C  3.81946  1.40388  2.08490  -0.092
C  4.65867  2.20943  2.82969  0.014
C  5.59846  1.57927  3.63794  -0.046
C  5.69158  0.19095  3.69633  -0.045
C  4.85059  -0.61914  2.94189  0.017
C  3.91757  0.00626  2.13754  -0.090
C  2.88058  -0.51714  1.26016  -0.221
N  2.63725  -1.80151  1.09433  0.244
C  1.62398  -2.30737  0.42280  -0.220
N  0.65266  -1.62203  -0.25747  -0.038
C  -0.27192  -2.50112  -0.74379  -0.228
N  -1.38524  -2.19956  -1.38480  0.232
C  -1.78117  -0.97880  -1.69308  -0.240
N  -1.06801  0.18104  -1.56376  -0.042
C  -1.87284  1.23578  -1.88859  -0.233
N  -1.60327  2.52227  -1.76021  0.235
C  -0.58489  3.03025  -1.10076  -0.221
N  0.37682  2.33688  -0.41039  -0.035
C  -0.32694  4.45655  -0.95381  -0.095
C  -0.99740  5.57163  -1.42005  0.011
C  -3.15625  0.72755  -2.35062  -0.096
C  -4.29892  1.37609  -2.77985  0.014
C  -5.40789  0.58832  -3.06249  -0.047
C  -5.36789  -0.79607  -2.90722  -0.048
C  -4.21632  -1.44590  -2.47799  0.013
C  -3.10799  -0.66474  -2.20871  -0.095
C  0.13236  -3.85461  -0.37924  -0.092
C  -0.46923  -5.08616  -0.55607  0.010
C  0.14865  -6.19240  0.01511  -0.047
C  1.33500  -6.06736  0.73489  -0.044
C  1.94491  -4.83076  0.90807  0.017
C  1.32646  -3.73045  0.34604  -0.090
N  2.21545  0.53632  0.68875  -0.034
H  -1.00597  7.71265  -1.39695  0.113
H  0.97858  7.92337  0.02616  0.113
H  2.18098  5.90641  0.84424  0.122
H  4.58462  3.28735  2.78175  0.121
H  6.27201  2.18124  4.23321  0.113
H  6.43129  -0.26140  4.34291  0.113
H  4.91500  -1.69824  2.97832  0.122
H  -1.87235  5.47046  -2.04811  0.121
H  -4.31099  2.45266  -2.88212  0.121
H  -6.32165  1.05673  -3.40317  0.113
H  -6.25424  -1.37892  -3.11947  0.112
H  -4.18781  -2.51935  -2.34790  0.121
H  -1.39207  -5.17639  -1.11359  0.121
H  -0.30801  -7.16705  -0.09261  0.113
H  1.78633  -6.94694  1.17382  0.113
H  2.86535  -4.72372  1.46564  0.123
N  1.23581  -1.21704  -4.40973  0.195
C  1.84223  -0.18545  -3.79523  -0.680
O  1.82343  -0.03897  -2.57905  -0.080
C  2.55628  0.79307  -4.69048  -0.541
I  4.67147  0.49173  -4.45042  0.820
H  0.79202  -1.92644  -3.85008  0.113
H  1.30715  -1.37349  -5.39888  0.115
H  2.35892  1.80959  -4.36873  0.053
H  2.33577  0.67030  -5.74547  0.045
Br  -0.26840  -2.13359  4.65386  0.783
C  -1.97981  -1.83653  3.88977  -0.593
C  -3.02888  -2.47645  4.53723  -0.141
C  -4.32480  -2.34086  4.07609  -0.074
C  -4.59244  -1.55816  2.96657  -0.071
C  -3.55600  -0.90950  2.32510  -0.025
C  -2.23420  -1.02925  2.76176  -0.141
C  -1.22464  -0.29213  1.91156  -0.609
O  0.00982  -0.40446  2.08686  -0.087
O  -1.68171  0.39538  0.95306  -0.074
H  -2.81905  -3.08285  5.40738  0.095
H  -5.13175  -2.84761  4.58930  0.110
H  -5.60604  -1.45013  2.60364  0.106
H  -3.73940  -0.28520  1.46175  0.112

Atomic forces in eV per Å
-0.491 -0.114 0.504
0.030 0.010 -0.002
0.008 0.031 -0.010
0.109 -0.110 0.060
-0.312 0.153 -0.204
0.099 -0.365 0.006
0.100 0.233 0.073
-0.203 -0.058 -0.211
0.155 -0.305 0.106
-0.070 0.060 -0.079
0.036 0.039 0.011
0.014 0.018 0.000
-0.075 -0.095 -0.071
0.116 0.332 0.084
-0.200 -0.081 -0.236
0.069 -0.126 0.096
0.052 0.326 0.009
0.045 -0.717 -0.006
0.041 0.310 -0.107
-0.152 -0.193 -0.016
0.357 -0.010 -0.051
-0.581 -0.009 -0.247
0.279 -0.002 0.085
-0.133 0.172 0.014
-0.057 -0.324 -0.103
0.037 0.643 -0.058
0.285 0.169 0.199
-0.082 -0.089 -0.083
-0.135 -0.235 -0.022
0.163 0.012 0.015
-0.043 0.021 -0.031
-0.027 -0.030 -0.020
0.125 -0.074 0.023
-0.194 0.320 -0.096
0.288 -0.130 0.218
-0.086 0.109 -0.122
-0.011 -0.022 -0.004
0.016 -0.018 -0.017
0.079 0.098 -0.010
-0.277 -0.192 -0.083
0.470 0.103 0.417
-0.007 -0.005 0.001
-0.007 0.000 -0.009
-0.015 0.006 0.005
-0.011 -0.006 0.017
-0.004 -0.019 0.012
0.003 -0.007 -0.010
0.002 0.010 0.020
-0.008 0.005 0.028
-0.070 -0.004 0.004
-0.002 -0.012 0.014
-0.004 0.020 -0.016
0.001 0.006 0.000
-0.011 -0.015 0.041
0.028 -0.009 -0.003
-0.013 -0.012 -0.018
-0.026 -0.002 0.035
-0.082 -0.082 0.010
0.024 0.075 -0.035
0.035 0.043 -0.062
0.326 -0.076 0.064
-0.225 0.039 -0.063
0.014 -0.003 0.046
0.037 0.061 -0.025
-0.034 -0.011 0.025
-0.023 -0.002 0.002
0.021 0.136 -0.224
-0.124 0.313 -0.396
0.129 -0.005 0.012
-0.159 -0.043 0.031
-0.094 0.031 -0.056
0.017 -0.085 0.136
0.147 -0.104 0.187
0.071 -0.012 0.075
0.057 -0.117 0.206
0.152 0.066 -0.147
0.004 0.004 -0.012
0.026 -0.015 0.024
-0.001 0.002 0.016
-0.011 -0.031 0.034


No. 2
DFT (wB97M-V/def2-TZVPD) results for C17H33BClEuFI2O7PSi as an isolated structure.

Its expectation value of S² is 12.0129. As for the spin multiplicity: 7. The orbital gap (spin up / spin down) comes out at 4.98 / 5.22 eV. As for the net charge: +2.

Last column: Löwdin charge in e.
Positions of all 65 atoms, in Å:
C  2.46784  3.68858  2.69867  -0.087
C  1.51109  2.78730  3.47286  -0.234
C  0.36935  2.23059  2.59618  -0.148
C  0.43704  0.70729  2.33839  -0.099
C  0.74252  0.38569  0.85569  -0.440
O  1.84763  1.10610  0.42640  -0.081
C  3.23271  0.69610  0.44248  -0.196
C  3.74140  0.16045  1.76162  -0.033
O  -0.36997  0.96529  0.24384  -0.339
P  -1.07515  0.21335  -1.11745  0.459
Cl  -2.19519  2.24256  -1.37625  0.248
B  -2.51764  -0.32348  0.21535  -0.636
O  -2.88192  0.38592  1.39929  0.036
O  -3.13676  -1.58061  0.13299  0.020
C  -3.21920  -2.28691  1.32288  -0.134
C  0.36097  0.96673  -2.21320  -0.772
I  0.41758  3.06475  -1.99765  1.255
C  1.25025  0.47930  -3.06625  -0.855
C  2.29568  1.25609  -3.82409  -0.202
I  1.26118  -1.55272  -3.54844  1.118
Si  -2.36085  -0.63343  -2.89685  0.462
C  -4.14407  -0.20123  -2.48912  -0.199
C  -1.89057  0.14615  -4.52023  -0.200
C  -2.22839  -2.49564  -3.04932  -0.212
O  -0.20700  -1.21526  -0.64704  -0.240
C  0.69302  -1.12751  0.36696  -0.433
F  1.93205  -1.54175  -0.07186  0.069
C  0.28395  -2.21259  1.39278  0.001
C  1.37365  -2.86451  2.22162  -0.509
O  1.67052  -2.37994  3.28746  0.119
O  1.91867  -3.93185  1.65615  0.169
H  2.79472  3.21816  1.77057  0.059
H  3.35341  3.92302  3.28840  0.083
H  1.98246  4.63153  2.44424  0.084
H  1.06595  3.37297  4.27812  0.108
H  2.06778  1.97040  3.93894  0.093
H  -0.58119  2.45636  3.08370  0.114
H  0.35644  2.74610  1.63857  0.110
H  1.12902  0.23146  3.04185  0.112
H  -0.58489  0.32535  2.54164  0.017
H  3.75931  1.61191  0.17752  0.126
H  3.41571  -0.01162  -0.36358  0.116
H  4.82701  0.26735  1.77597  0.098
H  3.36135  0.73743  2.60394  0.067
H  3.53347  -0.90007  1.90587  0.069
H  -3.83130  0.29641  1.58374  0.128
H  -4.24218  -2.50691  1.64961  0.139
H  -2.75130  -1.66468  2.07907  -0.135
H  -2.67564  -3.24123  1.27296  0.131
H  2.90545  1.85568  -3.14509  0.066
H  1.80959  1.90514  -4.55784  0.085
H  2.96754  0.60340  -4.37270  0.052
H  -4.67915  -1.07398  -2.11282  0.037
H  -4.61633  0.09857  -3.42666  0.050
H  -4.29542  0.61992  -1.78734  0.001
H  -1.21589  -0.49359  -5.08892  0.009
H  -1.45848  1.14371  -4.43001  0.027
H  -2.80523  0.24987  -5.10938  0.045
H  -3.23360  -2.89739  -3.19934  0.041
H  -1.81990  -2.97856  -2.16064  0.020
H  -1.62182  -2.77193  -3.91029  0.005
H  -0.41838  -1.82709  2.11413  -0.022
H  -0.22205  -2.96362  0.78441  0.153
H  1.96946  -4.69997  2.24467  0.159
Eu  -1.82634  -1.36892  3.43280  1.844

Atomic forces in eV per Å
0.069 -0.012 0.007
-0.052 0.099 -0.165
0.088 -0.063 0.282
0.587 -0.167 0.403
-0.286 0.265 -0.107
0.021 -0.066 -0.105
0.102 -0.074 -0.082
0.205 0.011 0.022
-0.098 0.295 -0.077
0.012 -0.475 0.207
-0.102 -0.037 0.036
-0.644 0.417 -0.461
0.500 -0.422 0.582
0.532 0.017 0.027
-0.648 -0.754 -0.691
-0.018 0.153 0.100
0.051 0.082 -0.028
0.041 -0.084 -0.103
0.031 -0.028 0.004
0.041 -0.177 0.044
0.078 -0.164 -0.411
-0.002 -0.051 0.280
-0.067 0.200 -0.116
-0.157 -0.107 0.208
0.039 -0.011 -0.171
-0.008 0.109 0.067
-0.227 -0.027 0.062
0.400 -0.892 -0.837
0.190 0.741 0.272
-0.414 -0.458 0.290
-0.645 -0.272 -0.322
0.000 -0.023 -0.004
-0.015 0.031 0.019
-0.001 -0.017 -0.051
0.107 -0.076 0.114
-0.045 0.010 0.072
-0.058 -0.015 -0.106
-0.089 -0.021 -0.015
0.033 -0.097 -0.133
-0.042 0.055 -0.232
-0.108 0.104 0.127
-0.005 0.043 0.015
0.002 -0.044 0.002
-0.006 0.006 0.010
-0.148 0.063 0.030
-0.069 0.184 -0.186
-0.043 0.113 -0.077
-2.841 -1.032 -3.532
0.026 0.026 -0.124
-0.065 0.070 -0.029
0.000 0.090 0.073
-0.002 -0.051 0.014
0.010 -0.015 -0.009
-0.022 0.029 0.016
0.003 0.043 -0.031
0.073 0.092 0.060
0.017 -0.013 -0.013
-0.002 0.011 -0.017
-0.003 -0.011 -0.043
0.081 0.005 -0.032
0.020 -0.017 0.060
0.620 0.157 -0.768
-0.010 -0.046 0.062
0.649 0.229 0.244
2.317 2.069 5.269


No. 3
DFT (wB97M-V/def2-TZVPD) results for a 2-piece molecular cluster, C5H13NO overall.

The orbital gap comes out at 9.67 eV. As for the net charge: 0.

Last column: natural (NBO) charge in e.
Positions of all 20 atoms, in Å:
C  2.11763  1.77542  0.95441  -0.637
C  0.68188  2.17359  0.65331  -0.195
C  -0.17423  1.23614  1.04767  -0.183
C  -1.63927  1.33151  0.83442  -0.456
C  -2.35829  -0.04021  0.58661  -0.212
N  -2.02149  -0.48951  -0.78717  -0.861
H  2.87864  2.57515  1.14294  0.211
H  2.59558  1.24998  0.06116  0.208
H  2.08072  1.01793  1.79971  0.210
H  0.46776  3.02164  0.06290  0.204
H  0.09820  0.47508  1.78131  0.191
H  -2.03799  1.79813  1.77088  0.203
H  -1.92350  2.09250  0.15856  0.208
H  -3.46033  0.15336  0.72224  0.197
H  -2.08054  -0.88490  1.25438  0.194
H  -2.49212  -0.06791  -1.50056  0.356
H  -1.00209  -0.54823  -0.96503  0.362
O  2.75653  -5.89183  -3.48424  -0.946
H  3.21222  -5.05268  -3.54705  0.470
H  2.30068  -5.92517  -2.54645  0.475

Atomic forces in eV per Å
1.481 -0.405 -0.368
1.845 -2.500 0.969
-1.238 1.171 0.031
-0.948 -0.943 2.742
0.133 1.034 -1.194
1.699 -2.093 2.598
-0.951 -0.379 0.295
-0.788 0.437 0.942
0.462 1.074 -0.976
-0.439 0.678 -0.634
0.350 -0.052 -0.489
0.081 -0.632 -0.114
-0.204 0.382 -1.493
1.009 -0.533 -0.483
0.024 0.947 -0.014
-1.324 1.531 -2.068
-1.190 0.282 0.255
-1.566 -0.620 2.689
0.022 0.276 0.247
1.543 0.345 -2.937


No. 4
DFT (wB97M-V/def2-TZVPD) results for a 2-piece molecular cluster, C4H8O2 overall.

The orbital gap comes out at 11.38 eV. As for the net charge: 0.

Last column: natural (NBO) charge in e.
Positions of all 14 atoms, in Å:
C  -1.34181  -0.69640  -0.23596  -0.420
C  -0.67058  0.54617  0.41954  -0.434
C  0.38633  0.49631  -0.70177  0.019
O  1.00464  -0.79116  -0.64089  -0.511
C  -0.25320  -0.67293  -1.30410  0.053
H  -1.36799  -1.61117  0.36174  0.216
H  -2.33584  -0.47453  -0.62950  0.214
H  -0.29800  0.40841  1.43705  0.238
H  -1.29223  1.44391  0.38148  0.214
H  0.96924  1.28121  -1.17912  0.206
H  -0.29833  -0.99285  -2.33931  0.202
O  1.95065  0.38250  1.86397  -0.936
H  1.78201  -0.40928  1.33213  0.481
H  1.76513  1.08980  1.23474  0.459

Atomic forces in eV per Å
-0.142 -0.120 0.002
-0.053 0.108 0.055
-0.024 0.347 -0.030
0.014 -0.111 0.080
-0.191 -0.158 -0.274
-0.042 0.120 -0.084
0.108 -0.064 0.018
-0.039 0.094 -0.255
0.025 -0.134 -0.088
-0.161 -0.074 0.186
0.044 0.007 0.144
0.172 -0.040 -0.108
0.112 0.034 0.109
0.176 -0.008 0.245


Computed values of strongest force on any atom (unit: eV/Å) for the preceding records, in sequence: 0.72, 6.12, 3.74, 0.37.
Computed values of electronic energy (unit: eV) for the preceding records, in sequence: -143068.08200, -101089.10685, -8931.72216, -8370.44172.